Entry 1:
76
Properties=species:S:1:pos:R:3 method="wB97M-V/def2-TZVPD" charge=+1 lumo_energy_ev=-3.054 homo_ev=-11.5672 homo_lumo_gap_ev=8.51
O 6.45 1.29 0.69
P 5.77 2.69 0.02
I 6.26 2.53 -2.39
C 3.97 2.23 0.24
C 2.84 3.30 0.01
O 1.86 2.55 -0.74
C 1.96 1.22 -0.24
N 3.44 1.01 -0.44
H 7.37 1.29 0.44
H 3.93 1.94 1.31
H 3.14 4.22 -0.48
H 2.45 3.48 1.02
H 1.39 0.50 -0.82
H 1.69 1.33 0.82
H 3.81 0.13 -0.09
H 3.57 1.02 -1.46
O -0.18 -0.88 -1.28
C -0.28 -0.70 -2.46
O 0.65 -0.02 -3.18
C 0.20 0.13 -4.54
C -0.82 -0.98 -4.74
C -1.42 -1.12 -3.35
H -0.24 1.12 -4.65
H 1.05 0.04 -5.21
H -1.55 -0.77 -5.52
H -0.31 -1.91 -5.01
H -2.26 -0.44 -3.20
H -1.72 -2.15 -3.14
O -1.60 -4.74 -4.31
C -0.70 -4.95 -3.55
O 0.47 -4.25 -3.56
C 1.38 -4.83 -2.60
C 0.50 -5.59 -1.62
C -0.65 -6.04 -2.50
H 2.07 -5.49 -3.13
H 1.95 -4.03 -2.12
H 1.02 -6.40 -1.12
H 0.13 -4.91 -0.85
H -0.44 -6.99 -2.99
H -1.59 -6.09 -1.96
O -5.00 -5.37 -0.31
C -5.12 -5.18 -1.48
O -4.20 -4.51 -2.23
C -4.68 -4.36 -3.57
C -5.72 -5.45 -3.75
C -6.29 -5.59 -2.35
H -5.12 -3.36 -3.67
H -3.85 -4.46 -4.27
H -6.46 -5.22 -4.51
H -5.23 -6.39 -4.04
H -7.11 -4.89 -2.17
H -6.60 -6.60 -2.12
O 1.52 3.01 2.98
C 0.51 3.63 2.77
O 0.51 4.87 2.26
C -0.84 5.38 2.22
C -1.73 4.15 2.22
C -0.90 3.17 3.04
H -1.00 6.01 3.10
H -0.97 5.99 1.33
H -2.72 4.34 2.62
H -1.84 3.78 1.20
H -1.10 3.26 4.11
H -1.05 2.14 2.72
O -0.76 4.98 7.80
C 0.27 4.66 7.31
O 0.36 4.06 6.09
C 1.73 3.70 5.82
C 2.56 4.61 6.70
C 1.65 4.81 7.91
H 1.87 2.64 6.07
H 1.93 3.84 4.76
H 3.54 4.20 6.94
H 2.71 5.57 6.20
H 1.79 4.03 8.66
H 1.77 5.79 8.36

***

Entry 2:
73
Properties=species:S:1:pos:R:3 method="wB97M-V/def2-TZVPD" charge=0 smiles="CCOC(=O)CC[C@H](NC(=O)CCCC(=O)N[C@H](CCC(=O)OCC)C(=O)OCC)C(=O)OCC" e_above_lowest_kj_mol=0.0 lumo_energy_ev=0.671 homo_ev=-9.3877 homo_lumo_gap_ev=10.06
C -2.93 -0.55 -4.03
C -2.40 -0.64 -2.61
H -2.19 -1.67 -2.33
H -3.13 -0.21 -1.91
O -1.16 0.06 -2.47
C -1.22 1.37 -2.25
O -2.25 1.99 -2.12
C 0.16 1.98 -2.21
C 0.24 3.20 -1.28
H 1.18 3.72 -1.45
H -0.58 3.87 -1.51
C 0.16 2.83 0.21
N 1.25 1.98 0.63
C 1.99 2.27 1.72
O 1.84 3.28 2.38
C 3.02 1.21 2.07
H 3.12 0.49 1.26
C 2.61 0.49 3.35
C 1.24 -0.18 3.22
C 1.27 -1.37 2.27
O 2.02 -2.32 2.42
N 0.37 -1.31 1.26
H -0.22 -0.50 1.14
C 0.06 -2.47 0.46
C -1.45 -2.63 0.33
O -1.99 -3.18 -0.60
O -2.09 -2.08 1.35
C -3.52 -2.14 1.35
C -4.02 -3.47 1.91
H -5.10 -3.46 1.95
H -3.70 -4.29 1.26
H -3.62 -3.63 2.90
H -3.87 -2.00 0.33
H -3.84 -1.31 1.98
H 0.43 -3.35 1.01
C 0.71 -2.46 -0.93
C 2.24 -2.57 -0.84
C 2.93 -1.25 -1.02
O 2.38 -0.17 -1.01
O 4.24 -1.41 -1.18
C 5.04 -0.23 -1.36
C 5.04 0.22 -2.81
H 5.70 1.08 -2.92
H 5.38 -0.58 -3.45
H 4.03 0.51 -3.11
H 4.66 0.56 -0.71
H 6.04 -0.52 -1.03
H 2.64 -3.26 -1.59
H 2.54 -2.95 0.14
H 0.30 -3.30 -1.49
H 0.44 -1.54 -1.44
H 0.95 -0.58 4.19
H 0.49 0.54 2.90
H 3.35 -0.27 3.60
H 2.57 1.22 4.17
H 3.98 1.70 2.23
H 1.42 1.13 0.12
C -1.18 2.17 0.51
O -1.33 0.97 0.65
O -2.15 3.06 0.59
C -3.48 2.58 0.78
C -3.74 2.20 2.23
H -3.11 1.37 2.52
H -3.54 3.05 2.88
H -4.78 1.91 2.34
H -3.64 1.72 0.12
H -4.12 3.40 0.46
H 0.22 3.74 0.81
H 0.38 2.31 -3.23
H 0.89 1.21 -1.94
H -3.15 0.49 -4.29
H -2.19 -0.93 -4.73
H -3.84 -1.14 -4.12

***

Entry 3:
100
Properties=species:S:1:pos:R:3 method="wB97M-V/def2-TZVPD" charge=-1 e_above_lowest_kj_mol=190.2 lumo_energy_ev=1.430 homo_ev=-5.4041 homo_lumo_gap_ev=6.83
C 5.40 -1.27 -0.64
C 4.04 -2.03 -1.03
Cl 3.61 -1.96 -2.83
C 3.22 -2.71 -0.09
Cl 3.74 -2.73 1.68
C 1.85 -3.43 -0.46
N 0.69 -2.65 0.09
C -0.45 -2.69 -0.91
C -1.60 -1.75 -0.26
C -3.08 -2.12 -0.73
F -3.95 -1.79 0.37
F -3.50 -1.28 -1.80
F -3.26 -3.49 -1.00
C 1.78 -4.98 0.00
O 0.74 -5.46 0.60
O 2.84 -5.80 -0.30
H 5.36 -0.28 -1.23
H 5.49 -1.02 0.46
H 6.27 -1.88 -1.06
H 1.68 -3.45 -1.61
H 0.97 -1.65 0.07
H -0.05 -2.19 -1.87
H -0.79 -3.77 -1.07
H -1.33 -0.67 -0.52
H -1.54 -1.96 0.87
C -4.33 2.10 -0.97
Cl -3.08 1.77 0.24
Cl -4.85 3.79 -0.90
H -3.93 1.89 -1.96
H -5.18 1.46 -0.77
C -1.87 0.57 -4.54
Cl -0.61 0.24 -3.34
Cl -2.39 2.26 -4.47
H -1.47 0.36 -5.53
H -2.72 -0.07 -4.34
C -5.49 0.87 -6.59
Cl -5.33 2.63 -6.63
Cl -5.15 0.23 -4.97
H -6.50 0.60 -6.87
H -4.78 0.44 -7.30
C -3.73 -2.13 -9.01
Cl -3.57 -0.37 -9.06
Cl -3.39 -2.76 -7.40
H -4.74 -2.40 -9.30
H -3.02 -2.56 -9.72
C -4.31 5.11 2.45
Cl -3.06 4.78 3.65
Cl -4.83 6.80 2.52
H -3.91 4.90 1.46
H -5.17 4.47 2.64
C 7.58 1.79 -1.43
Cl 8.44 0.41 -2.11
Cl 6.87 1.40 0.14
H 8.28 2.62 -1.31
H 6.79 2.08 -2.12
C 0.96 -4.72 3.86
Cl 2.18 -5.14 5.07
Cl 0.45 -3.03 4.00
H 1.38 -4.87 2.87
H 0.09 -5.36 4.00
C 2.69 -8.46 1.08
Cl 3.38 -9.76 0.09
Cl 3.45 -8.41 2.68
H 2.85 -7.50 0.58
H 1.62 -8.64 1.20
C 11.62 -0.43 0.39
Cl 11.72 1.32 0.12
Cl 10.07 -1.07 -0.17
H 12.43 -0.92 -0.15
H 11.71 -0.62 1.46
C -2.79 7.86 5.69
Cl -2.64 9.62 5.66
Cl -2.45 7.22 7.30
H -3.81 7.59 5.40
H -2.09 7.44 4.98
C -3.73 13.18 4.79
Cl -2.31 13.58 3.82
Cl -5.20 13.84 4.06
H -3.83 12.10 4.85
H -3.61 13.61 5.78
C -6.22 5.29 5.73
Cl -6.15 7.03 5.44
Cl -7.76 4.61 5.18
H -5.41 4.80 5.19
H -6.11 5.10 6.80
C 4.10 -3.64 7.57
Cl 4.28 -1.88 7.66
Cl 4.39 -4.39 9.14
H 3.08 -3.87 7.25
H 4.81 -4.03 6.85
C -5.98 -5.56 -1.44
Cl -6.61 -7.22 -1.52
Cl -6.70 -4.55 -2.69
H -6.22 -5.15 -0.46
H -4.90 -5.59 -1.58
C 5.85 0.11 -5.58
Cl 5.17 0.47 -3.99
Cl 4.69 -0.77 -6.58
H 6.11 1.04 -6.08
H 6.74 -0.50 -5.45

***

Entry 4:
82
Properties=species:S:1:pos:R:3 method="wB97M-V/def2-TZVPD" charge=0 lumo_energy_ev=0.178 homo_ev=-9.0971 homo_lumo_gap_ev=9.27
N -0.04 -0.64 -5.47
C -0.88 0.34 -6.15
P -1.70 1.46 -4.92
C -3.38 2.01 -5.43
N -4.35 0.95 -5.10
C -0.49 2.84 -4.56
O 0.06 3.32 -5.56
O -0.31 3.16 -3.39
H -0.02 -0.48 -4.48
H -0.34 -1.58 -5.66
H -1.57 -0.10 -6.86
H -0.21 1.01 -6.71
H -1.86 0.71 -3.74
H -3.46 2.19 -6.50
H -3.65 2.91 -4.88
H -4.26 0.75 -4.11
H -4.16 0.12 -5.63
C -0.78 -1.77 0.49
C -1.73 -2.14 -0.61
C -1.63 -3.57 -1.10
O -2.05 -3.45 -2.47
C -1.77 -2.19 -2.86
O -1.81 -1.79 -3.99
O -1.44 -1.41 -1.82
H 0.25 -1.77 0.14
H -0.99 -0.75 0.83
H -0.87 -2.45 1.34
H -2.76 -1.90 -0.32
H -2.29 -4.24 -0.55
H -0.61 -3.96 -1.07
C 0.16 -6.49 -3.77
C 0.96 -7.28 -2.77
C 0.93 -8.78 -2.98
O 1.10 -9.28 -1.65
C 0.63 -8.33 -0.79
O 0.45 -8.50 0.36
O 0.40 -7.16 -1.45
H -0.91 -6.68 -3.65
H 0.31 -5.42 -3.62
H 0.44 -6.74 -4.79
H 1.99 -6.92 -2.73
H 1.72 -9.13 -3.63
H -0.03 -9.14 -3.37
C -0.80 5.43 -0.30
C 0.05 4.73 0.73
C 1.41 4.34 0.21
O 1.71 3.19 1.01
C 0.55 2.63 1.41
O 0.43 1.57 1.94
O -0.49 3.46 1.12
H -1.09 4.77 -1.11
H -1.73 5.79 0.16
H -0.28 6.29 -0.71
H 0.12 5.34 1.64
H 2.16 5.11 0.35
H 1.39 4.04 -0.84
C 2.90 1.78 3.54
C 4.35 1.68 3.96
C 4.55 1.20 5.38
O 5.78 1.83 5.75
C 5.90 2.96 5.00
O 6.71 3.81 5.18
O 4.97 2.98 4.01
H 2.39 2.57 4.09
H 2.84 2.03 2.50
H 2.38 0.84 3.71
H 4.91 1.07 3.25
H 4.64 0.12 5.45
H 3.77 1.54 6.06
C -1.73 3.82 6.42
C -1.38 2.85 5.32
C -2.25 1.61 5.28
O -1.36 0.64 4.71
C -0.09 1.02 5.02
O 0.87 0.35 4.86
O -0.08 2.28 5.51
H -1.51 3.39 7.40
H -1.15 4.73 6.33
H -2.79 4.09 6.38
H -1.39 3.36 4.35
H -3.13 1.73 4.65
H -2.56 1.27 6.27

***

Entry 5:
66
Properties=species:S:1:pos:R:3 method="wB97M-V/def2-TZVPD" charge=+1 e_above_lowest_kj_mol=28.4 lumo_energy_ev="-2.289 / -5.767" spin_multiplicity=5 homo_ev="-9.9279 / -11.3356" homo_lumo_gap_ev="7.64 / 5.57"
O 0.79 6.85 -0.42
C 0.29 7.59 -1.57
C 0.95 8.91 -1.14
H -0.82 7.62 -1.56
H 0.69 7.16 -2.50
C 1.42 8.06 0.07
H 0.24 9.70 -0.88
H 1.75 9.24 -1.82
C 0.79 8.49 1.38
H -0.31 8.50 1.31
H 1.14 9.49 1.67
H 1.09 7.77 2.14
C 2.92 7.93 0.18
H 3.36 7.53 -0.74
H 3.13 7.28 1.03
H 3.37 8.91 0.38
Os -0.04 -0.02 0.32
C 1.54 -1.43 -0.27
C 0.87 -1.80 -1.48
C 0.92 -0.70 -2.38
H 0.49 -2.80 -1.70
C 1.56 0.38 -1.73
C 2.00 -0.06 -0.44
H 2.74 0.44 0.18
H 1.83 -2.11 0.53
H 0.59 -0.71 -3.42
H 1.79 1.36 -2.17
C -0.36 -1.01 2.23
C 0.85 -0.27 2.23
C 0.54 1.10 2.01
H 1.84 -0.69 2.36
C -0.87 1.20 1.83
C -1.41 -0.11 1.95
H -2.46 -0.37 1.86
H -0.46 -2.07 2.40
H 1.23 1.93 2.01
H -1.43 2.11 1.64
O -0.89 4.86 -0.34
C 0.46 4.31 -0.30
C 1.00 4.22 -1.74
H 0.38 3.27 0.09
H 1.09 4.89 0.39
C -0.24 4.45 -2.64
H 1.41 3.21 -1.90
H 1.79 4.95 -1.91
C -1.41 4.45 -1.64
H -0.32 3.61 -3.36
H -0.19 5.41 -3.20
H -1.77 3.39 -1.55
H -2.25 5.11 -1.92
C -2.49 -2.15 -3.00
Si -2.72 -1.59 -1.22
C -4.55 -1.25 -0.89
C -2.22 -3.03 -0.12
C -1.73 0.01 -0.91
H -2.91 -3.16 -3.13
H -1.43 -2.18 -3.28
H -3.02 -1.47 -3.68
H -5.14 -2.17 -1.02
H -4.71 -0.88 0.13
H -4.93 -0.51 -1.61
H -1.13 -3.14 -0.07
H -2.61 -2.90 0.90
H -2.64 -3.96 -0.52
H -2.43 0.76 -0.50
H -1.40 0.42 -1.88

***

Entry 6:
88
Properties=species:S:1:pos:R:3 method="wB97M-V/def2-TZVPD" charge=0 lumo_energy_ev=0.082 homo_ev=-8.0053 homo_lumo_gap_ev=8.09
C 3.11 -1.94 1.02
B 1.79 -1.91 0.16
O 1.33 -3.12 -0.32
P 0.98 -0.19 -0.18
C -0.30 0.24 -1.47
C -1.09 -1.02 -1.93
C -2.59 -0.96 -1.64
C -3.25 -2.35 -1.81
C -2.74 -3.13 -3.02
C -3.44 -4.53 -3.12
C -2.39 -5.62 -2.84
C -1.77 -5.48 -1.45
O -1.21 -6.74 -1.06
C -0.78 -6.75 0.22
C 0.60 -7.28 0.51
O -1.45 -6.40 1.11
C -0.49 -0.75 1.01
C -0.20 -0.70 2.51
O -0.07 0.64 2.99
Si 1.10 0.86 4.18
C 2.84 1.12 3.47
C 1.12 -0.49 5.51
C 0.68 2.48 5.07
C 2.50 0.47 -1.21
I 3.66 2.06 -0.29
C 2.88 0.01 -2.39
C 2.10 -1.08 -3.08
I 4.59 0.73 -3.44
H 3.81 -2.61 0.51
H 2.93 -2.27 2.04
H 3.59 -0.95 1.03
H 0.38 -3.25 -0.15
H 1.26 0.81 0.79
H 0.20 0.71 -2.31
H -1.04 0.98 -1.14
H -0.64 -1.93 -1.55
H -1.00 -1.07 -3.02
H -3.12 -0.28 -2.31
H -2.77 -0.63 -0.61
H -4.31 -2.15 -2.00
H -3.20 -2.94 -0.90
H -2.92 -2.57 -3.94
H -1.68 -3.33 -2.98
H -4.29 -4.60 -2.45
H -3.71 -4.65 -4.17
H -1.58 -5.43 -3.54
H -2.77 -6.63 -3.00
H -2.48 -5.09 -0.72
H -0.94 -4.77 -1.50
H 1.34 -6.48 0.49
H 0.89 -8.06 -0.19
H 0.60 -7.69 1.50
H -0.88 -1.76 0.79
H -1.31 -0.06 0.84
H 0.66 -1.31 2.83
H -1.07 -1.12 3.01
H 3.08 2.18 3.48
H 2.82 0.74 2.44
H 3.58 0.53 4.00
H 0.96 -0.11 6.52
H 2.10 -0.96 5.49
H 0.42 -1.29 5.28
H -0.22 2.28 5.66
H 1.49 2.63 5.78
H 0.57 3.31 4.38
H 2.61 -1.29 -4.03
H 2.07 -2.02 -2.54
H 1.11 -0.77 -3.37
C 5.72 4.53 -5.17
Cl 5.30 4.95 -3.50
Cl 4.32 3.80 -5.96
Cl 6.20 5.99 -6.04
Cl 7.06 3.37 -5.16
C -1.96 4.56 -0.79
Cl -2.47 4.84 0.87
Cl -3.27 3.80 -1.70
Cl -1.54 6.11 -1.55
Cl -0.54 3.50 -0.80
C -2.91 10.15 -2.23
Cl -2.35 11.35 -1.06
Cl -3.36 10.96 -3.73
Cl -1.61 8.99 -2.55
Cl -4.31 9.29 -1.57
C -1.66 5.91 6.40
Cl -2.20 5.12 4.91
Cl -1.40 4.69 7.65
Cl -0.15 6.78 6.10
Cl -2.90 7.05 6.95

***

Across the entries above, electronic energy takes the values -67912.4742, -47926.7423, -438938.9862, -71560.3613, -38910.9685, -267091.5398 eV, respectively.